{"formula": "C6H16N2", "method": "the ωB97M-V functional and the def2-TZVPD basis", "symbols": ["N", "C", "C", "C", "C", "N", "C", "C", "H", "H", "H", "H", "H", "H", "H", "H", "H", "H", "H", "H", "H", "H", "H", "H"], "positions_angstrom": [[-2.228, -0.421, -0.307], [-0.858, -0.744, 0.117], [-1.024, -1.174, 1.656], [0.186, -1.552, 2.551], [0.174, 0.378, 0.018], [0.645, 0.643, -1.355], [0.276, 1.974, -1.855], [2.010, 0.276, -1.659], [-2.068, 0.114, -1.226], [-2.634, 0.311, 0.293], [-0.629, -1.660, -0.465], [-1.810, -1.965, 1.559], [-1.511, -0.330, 2.064], [0.036, -2.450, 3.208], [0.180, -0.733, 3.336], [1.098, -1.427, 2.004], [1.066, 0.209, 0.616], [-0.429, 1.191, 0.385], [-0.582, 1.873, -2.521], [0.990, 2.588, -2.410], [0.092, 2.621, -0.935], [2.010, -0.827, -1.734], [2.438, 0.582, -2.601], [2.571, 0.524, -0.737]], "lowdin_charge": [0.008, -0.401, -0.215, -0.099, -0.175, -0.276, -0.105, -0.102, 0.096, 0.069, 0.140, 0.112, 0.068, 0.079, 0.080, 0.041, 0.101, 0.106, 0.068, 0.070, 0.093, 0.082, 0.078, 0.082], "gap_ev": 9.215, "relative_energy_kcal_mol": 50.2, "fmax_ev_per_a": 3.00, "e_lumo_ev": 1.03, "smiles": "CC[C@@H](N)CN(C)C", "e_homo_ev": -8.18, "spin_multiplicity": 1}